{
  "formula": "C19H21O2Sr",
  "method": "ωB97M-V/def2-TZVPD",
  "species": ["C", "C", "C", "H", "C", "C", "H", "H", "H", "H", "C", "C", "C", "H", "C", "C", "H", "H", "H", "H", "Sr", "O", "C", "C", "H", "H", "H", "H", "C", "C", "C", "H", "C", "H", "C", "H", "C", "H", "C", "O", "H", "H", "H"],
  "coordinates": [[-0.7351, 2.1169, -0.8247], [0.4092, 2.3515, 0.0565], [1.5280, 1.7651, -0.5839], [0.3774, 2.8304, 0.9949], [1.0855, 1.1478, -1.8134], [-0.3249, 1.3247, -1.9457], [-0.9481, 0.9865, -2.7185], [-1.7525, 2.4201, -0.6243], [2.5177, 1.7364, -0.2006], [1.6987, 0.5713, -2.4634], [-0.6016, -1.1802, 2.0153], [-1.5733, -0.1794, 1.8926], [-2.2993, -0.4113, 0.5858], [-1.6892, 0.7150, 2.4660], [-1.7301, -1.5987, 0.0005], [-0.7255, -2.0787, 0.9026], [-0.0921, -2.9164, 0.7320], [0.0941, -1.2380, 2.8030], [-3.0438, 0.2097, 0.1504], [-2.0543, -2.0244, -0.9014], [0.1464, -0.1064, -0.0194], [3.2035, -2.1968, -0.8741], [4.4773, -1.5804, -0.4905], [4.3645, -2.4088, -1.7620], [4.5008, -0.5075, -0.5781], [4.9659, -2.0369, 0.3525], [4.2983, -1.8451, -2.6816], [6.0307, -3.3081, -3.6264], [5.8012, -4.0692, -2.8902], [4.9185, -3.7497, -1.8426], [4.6101, -4.7437, -0.9013], [3.9071, -4.5126, -0.1117], [5.1747, -6.0059, -1.0024], [4.9221, -6.7647, -0.2722], [6.0569, -6.3048, -2.0378], [6.4944, -7.2914, -2.1139], [6.3636, -5.3263, -2.9809], [7.0422, -5.5536, -3.7946], [-2.6531, 2.1224, 0.9521], [-1.5340, 1.2880, 0.5512], [-3.2183, 1.7158, 1.7539], [-3.4531, 2.2291, 0.2058], [-2.1949, 3.0177, 1.3109]],
  "mol_weight_g_mol": 368.99,
  "gap_ev": 3.55,
  "lumo_energy_ev": 2.438,
  "energy_ha": -917.41206,
  "spin_multiplicity": 1,
  "charge": -1,
  "homo_ev": -1.1117
}

***

{
  "formula": "C5H13NO2",
  "method": "ωB97M-V/def2-TZVPD",
  "species": ["C", "N", "C", "C", "C", "C", "O", "H", "H", "H", "H", "H", "H", "H", "H", "H", "H", "H", "H", "H", "O"],
  "coordinates": [[1.5012, 1.2585, 0.3520], [0.4966, 0.4402, -0.3535], [0.8783, -0.9613, -0.4262], [-1.2554, 1.9615, 0.5874], [-0.9868, 0.5774, 0.0603], [-1.7590, 0.2113, -1.1755], [-2.0968, -0.9828, -1.4922], [1.5830, 2.1579, -0.2633], [1.2223, 1.6073, 1.3541], [2.5067, 0.8425, 0.4405], [1.0841, -1.2200, -1.4712], [0.2099, -1.6479, 0.0687], [1.9018, -1.1404, -0.0617], [-2.2346, 2.1414, 1.0341], [-1.2231, 2.7121, -0.2101], [-0.5139, 2.2640, 1.3277], [-1.1594, -0.1974, 0.8248], [-2.1727, 1.0911, -1.7151], [1.1353, -3.9215, 1.0056], [0.1449, -3.2245, -0.0175], [0.7376, -3.9696, 0.1310]],
  "mol_weight_g_mol": 119.16,
  "s2": 0.754,
  "gap_ev": [3.40, 6.78],
  "lumo_energy_ev": [3.666, 3.634],
  "e_above_lowest_kcal_mol": 58.9,
  "energy_ha": -403.44795,
  "spin_multiplicity": 2,
  "charge": -1,
  "homo_ev": [0.2628, -3.1436]
}

***

{
  "formula": "C35H34N7O2PPdS3",
  "method": "ωB97M-V/def2-TZVPD",
  "species": ["Pd", "O", "C", "O", "C", "C", "C", "C", "C", "C", "C", "C", "C", "N", "H", "H", "H", "H", "H", "H", "C", "N", "C", "N", "C", "N", "C", "N", "C", "C", "H", "H", "H", "H", "H", "H", "H", "H", "H", "H", "H", "H", "S", "P", "S", "C", "C", "C", "C", "C", "C", "C", "C", "C", "C", "C", "C", "H", "H", "H", "H", "H", "H", "H", "H", "H", "H", "N", "C", "N", "C", "C", "C", "C", "C", "C", "S", "H", "H", "H", "H", "H", "H"],
  "coordinates": [[-1.1167, 0.1695, -0.9287], [-4.5428, -1.8558, -2.1172], [-3.4181, -1.4200, -1.9422], [-3.1281, -0.2765, -1.4426], [-2.2316, -2.3043, -2.3176], [-2.5033, -3.5864, -2.8394], [-1.4620, -4.4127, -3.1241], [-0.1389, -3.9512, -2.9427], [0.9897, -4.7397, -3.2674], [2.2498, -4.2301, -3.1418], [2.4330, -2.9029, -2.6995], [1.3608, -2.1298, -2.3595], [0.0509, -2.6399, -2.4521], [-1.0168, -1.8502, -2.1001], [-3.5388, -3.8632, -2.9692], [-1.6276, -5.4139, -3.5035], [0.8303, -5.7464, -3.6323], [3.1093, -4.8331, -3.4017], [3.4256, -2.4747, -2.6471], [1.4873, -1.1002, -2.0632], [-2.4712, -2.0376, 0.9633], [-1.6751, -0.7778, 1.0707], [-0.4073, -1.1115, 1.7725], [-0.6403, -1.6887, 3.0848], [-1.4331, -2.9082, 2.9133], [-2.7132, -2.6359, 2.2628], [-3.4554, -1.6754, 3.0772], [-2.7098, -0.4303, 3.2475], [-2.4517, 0.1516, 1.9425], [-1.4260, -0.7379, 3.8778], [-1.9169, -2.7373, 0.3358], [-3.4237, -1.8014, 0.4947], [0.1826, -0.1971, 1.8676], [0.1304, -1.8342, 1.1512], [-1.6194, -3.3523, 3.8922], [-0.8667, -3.6184, 2.3068], [-3.6473, -2.1133, 4.0582], [-4.4091, -1.4591, 2.5933], [-1.8735, 1.0615, 2.0692], [-3.3892, 0.3821, 1.4332], [-1.6082, -1.1656, 4.8648], [-0.8545, 0.1854, 3.9922], [3.7607, 0.7144, -3.1928], [3.0609, 1.0441, -1.4094], [1.0088, 1.2744, -1.2894], [3.6212, -0.1931, -0.2025], [2.7395, -0.9348, 0.5641], [3.2093, -1.8620, 1.4861], [4.5732, -2.0476, 1.6359], [5.4653, -1.3104, 0.8626], [4.9953, -0.3877, -0.0544], [3.6393, 2.6035, -0.6658], [4.1000, 3.6303, -1.4762], [4.4862, 4.8389, -0.9117], [4.4192, 5.0204, 0.4603], [3.9681, 3.9892, 1.2768], [3.5774, 2.7857, 0.7149], [1.6786, -0.7776, 0.4249], [2.5098, -2.4303, 2.0865], [4.9469, -2.7678, 2.3517], [6.5309, -1.4580, 0.9776], [5.6883, 0.1799, -0.6636], [4.1573, 3.4699, -2.5458], [4.8438, 5.6382, -1.5469], [4.7264, 5.9607, 0.8980], [3.9372, 4.1204, 2.3506], [3.2416, 1.9750, 1.3527], [-0.0034, 2.6090, 1.3912], [-1.1347, 3.0203, 0.7620], [-1.7724, 2.3345, -0.1436], [-2.9235, 3.0302, -0.5562], [-3.8184, 2.6354, -1.5455], [-4.9026, 3.4477, -1.8255], [-5.1126, 4.6473, -1.1467], [-4.2260, 5.0580, -0.1684], [-3.1416, 4.2400, 0.1102], [-1.8691, 4.5201, 1.2594], [0.5931, 2.0279, 0.7964], [0.5099, 3.3269, 1.8794], [-3.6786, 1.6989, -2.0606], [-5.6023, 3.1372, -2.5892], [-5.9675, 5.2632, -1.3871], [-4.3688, 5.9906, 0.3600]],
  "mol_weight_g_mol": 818.30,
  "s2": 2.007,
  "gap_ev": [7.70, 6.55],
  "lumo_energy_ev": [-0.283, -1.463],
  "e_above_lowest_kcal_mol": 0.0,
  "energy_ha": -3551.81844,
  "spin_multiplicity": 3,
  "homo_ev": [-7.9849, -8.0129]
}

***

{
  "formula": "C25H44CeN2O3SSi",
  "method": "ωB97M-V/def2-TZVPD",
  "species": ["C", "C", "H", "H", "H", "H", "H", "H", "C", "C", "C", "C", "H", "H", "H", "H", "N", "C", "C", "N", "C", "C", "C", "H", "H", "C", "H", "H", "Ce", "C", "H", "H", "H", "C", "C", "C", "C", "O", "Si", "S", "O", "C", "C", "C", "C", "O", "C", "C", "C", "C", "H", "H", "H", "H", "H", "H", "H", "H", "H", "H", "H", "H", "H", "H", "H", "H", "H", "H", "H", "H", "H", "H", "H", "H", "H", "H", "H"],
  "coordinates": [[1.6428, -2.3960, 2.9935], [2.9093, -2.6257, 2.1687], [1.7550, -1.5556, 3.6949], [1.4908, -3.2855, 3.6181], [0.6833, -2.3332, 2.4275], [3.1579, -1.8024, 1.4872], [3.7678, -2.7491, 2.8364], [2.8365, -3.5649, 1.6057], [-1.9489, 1.7376, 1.4982], [-2.6847, 2.9192, 1.4894], [-2.3911, 3.9160, 0.5518], [-1.3680, 3.6793, -0.3578], [-2.1968, 0.9101, 2.1787], [-3.4730, 3.0332, 2.2194], [-2.9492, 4.8511, 0.5430], [-1.0796, 4.4165, -1.1052], [-0.8919, 1.5461, 0.6726], [-0.6521, 2.4681, -0.3222], [0.2983, 2.0883, -1.3870], [0.8831, 0.8481, -1.2724], [1.6479, 0.3970, -2.2994], [1.3739, 2.4536, -3.5277], [1.9082, 1.1707, -3.4285], [2.0434, -0.6152, -2.1865], [2.5373, 0.7438, -4.1988], [0.5558, 2.9108, -2.4998], [0.1150, 3.9003, -2.5223], [1.5958, 3.0753, -4.3858], [0.4809, -0.5978, 0.7286], [1.6177, -2.2486, -0.4350], [2.6833, -1.9887, -0.4737], [1.2218, -2.3451, -1.4571], [1.5278, -3.2281, 0.0417], [-4.3789, -1.7944, 4.1209], [-3.4053, -2.1767, 2.9987], [-1.9756, -1.7737, 3.3376], [-3.4513, -3.6713, 2.7229], [-3.8560, -1.4588, 1.8164], [-3.5823, -1.8631, 0.2122], [-1.5642, -1.8331, -0.3525], [-4.2636, -3.3074, -0.1950], [-4.1718, -4.7147, -0.8176], [-2.7199, -5.0266, -1.1421], [-4.7592, -5.6484, 0.2306], [-5.0486, -4.6972, -2.0608], [-4.5135, -0.6236, -0.4095], [-4.5818, -0.1690, -1.7859], [-3.3402, 0.6574, -2.1078], [-4.7123, -1.3534, -2.7324], [-5.8511, 0.6807, -1.8771], [-4.0680, -2.2454, 5.0741], [-5.3923, -2.1489, 3.8915], [-4.4187, -0.7079, 4.2618], [-1.6580, -2.2349, 4.2856], [-1.2987, -2.1516, 2.5536], [-1.8714, -0.6866, 3.4394], [-4.4552, -3.9807, 2.4145], [-2.7216, -3.9685, 1.9552], [-3.1934, -4.2357, 3.6306], [-2.0997, -5.0419, -0.2357], [-2.6771, -6.0277, -1.5994], [-2.3044, -4.3023, -1.8560], [-5.7730, -5.3214, 0.5000], [-4.8252, -6.6667, -0.1719], [-4.1286, -5.6843, 1.1260], [-6.0687, -4.3782, -1.8062], [-4.6337, -4.0417, -2.8350], [-5.1061, -5.7107, -2.4798], [-2.4265, 0.0608, -1.9814], [-3.3725, 1.0217, -3.1480], [-3.2793, 1.5190, -1.4342], [-5.5679, -1.9770, -2.4450], [-4.9038, -0.9949, -3.7560], [-3.8015, -1.9657, -2.7745], [-6.7298, 0.0631, -1.6510], [-5.8145, 1.5161, -1.1686], [-5.9706, 1.0915, -2.8900]],
  "mol_weight_g_mol": 620.91,
  "gap_ev": [6.10, 6.10],
  "lumo_energy_ev": [-8.300, -8.303],
  "energy_ha": -2476.63442,
  "spin_multiplicity": 1,
  "charge": 2,
  "homo_ev": [-14.4010, -14.4010]
}

***

{
  "formula": "C16H16N3O3S3Ti",
  "method": "ωB97M-V/def2-TZVPD",
  "species": ["Ti", "C", "C", "C", "C", "C", "C", "C", "C", "C", "S", "C", "N", "H", "H", "H", "H", "H", "H", "H", "H", "O", "C", "N", "S", "C", "N", "C", "C", "S", "H", "H", "H", "H", "H", "C", "O", "C", "O", "H", "H", "H"],
  "coordinates": [[0.2126, 0.1472, 0.3096], [-1.9127, -0.6685, -2.0544], [-2.1005, -1.5387, -0.8491], [-3.1038, -2.5264, -0.8914], [-3.2727, -3.3838, 0.1523], [-2.4383, -3.2790, 1.2825], [-2.5394, -4.1389, 2.3986], [-1.6919, -3.9846, 3.4577], [-0.7183, -2.9680, 3.4487], [-0.6044, -2.1167, 2.3792], [0.5860, -0.8266, 2.3665], [-1.4634, -2.2617, 1.2728], [-1.3098, -1.4022, 0.2116], [-2.8522, -0.5706, -2.5944], [-1.1955, -1.1423, -2.7304], [-1.5596, 0.3281, -1.8047], [-3.7292, -2.5849, -1.7710], [-4.0390, -4.1489, 0.1266], [-3.2935, -4.9150, 2.3944], [-1.7608, -4.6406, 4.3145], [-0.0531, -2.8524, 4.2942], [-2.3109, 3.5052, 0.6927], [-1.7232, 2.5245, 0.4818], [-1.1128, 1.5122, 0.2402], [2.1455, 1.3849, 1.3696], [2.3315, 2.8859, 0.6120], [3.3713, 3.6574, 0.8952], [3.3088, 5.0445, 0.4439], [2.4346, 5.0056, -0.7991], [1.2503, 3.6514, -0.4997], [4.0331, 3.3558, 1.5963], [4.3077, 5.4144, 0.2235], [2.8607, 5.6635, 1.2247], [3.0043, 4.7626, -1.6942], [1.8892, 5.9319, -0.9554], [2.1854, -0.9229, -3.4135], [1.5546, -1.4717, -2.2238], [1.1142, -0.6284, -1.3513], [1.1882, 0.6140, -1.4686], [2.4628, -1.7812, -4.0135], [3.0639, -0.3486, -3.1304], [1.4805, -0.2864, -3.9438]],
  "mol_weight_g_mol": 442.39,
  "gap_ev": 7.33,
  "lumo_energy_ev": -3.613,
  "e_above_lowest_kcal_mol": 0.0,
  "energy_ha": -3053.25976,
  "spin_multiplicity": 1,
  "charge": 1,
  "homo_ev": -10.9468
}